Molecular formula: C4H5NO2
Method: DFT, wB97M-V/def2-TZVPD

Cartesian coordinates (Å):
C (2.04843, -0.28083, 0.00425)
O (1.20035, 0.90563, 0.05492)
C (-0.12346, 0.52125, 0.16046)
C (-1.26927, 1.27605, 0.05441)
O (-2.40912, 0.39913, -0.00674)
C (-1.78011, -0.84671, -0.00422)
N (-0.52183, -0.85285, 0.11649)
H (1.64779, -1.00470, -0.83029)
H (2.98047, 0.14115, -0.40179)
H (2.04379, -0.77139, 0.95398)
H (-1.47153, 2.25401, -0.13341)
H (-2.34550, -1.74073, 0.03194)

Forces on atoms 1 to 6 (eV/Å):
C -0.668 0.267 -3.193
O -1.699 -1.434 0.506
C -1.332 -0.138 -1.195
C 0.450 -3.678 0.440
O 2.978 -0.828 -0.136
C -1.033 1.719 0.688

Calculated values
- Energy relative to the best compared isomer or geometry (same formula, charge and spin): 2.024 eV
- HOMO energy: -8.82 eV
- Lowest unoccupied orbital energy: 1.006 eV
- Electronic energy: -360.59505 hartree
- Orbital gap: 0.3613 hartree
- Strongest force on any atom: 3.73 eV Å⁻¹

Charges computed using Mulliken, reported in e:
1. C -0.565
2. O -0.368
3. C 0.448
4. C -0.328
5. O -0.333
6. C -0.081
7. N -0.426
8. H 0.266
9. H 0.239
10. H 0.294
11. H 0.450
12. H 0.403


Molecular formula: Br2FH2PSi
Method: DFT, wB97M-V/def2-TZVPD

Cartesian coordinates (Å):
H (-1.10635, -2.20880, 0.89714)
P (-0.00024, -1.57184, -0.03863)
Si (-1.15397, 0.11210, -0.51741)
F (-0.85013, 1.28833, -1.58577)
Br (-3.16259, 0.69784, 0.19760)
Br (3.00576, 1.35888, 0.03104)
H (3.26752, 0.32350, 1.01603)

Forces on atoms 1 to 6 (eV/Å):
H 1.373 1.347 -1.455
P -1.471 -0.364 0.916
Si -0.423 0.112 -0.071
F 0.238 -0.921 0.666
Br 0.326 -0.180 -0.033
Br 0.136 -0.573 0.546

Calculated values
- Energy relative to the best compared isomer or geometry (same formula, charge and spin): 2.610 eV
- HOMO energy: -8.91 eV
- Lowest unoccupied orbital energy: -0.241 eV
- Electronic energy: -5879.98949 hartree
- Orbital gap: 0.3186 hartree
- Strongest force on any atom: 2.41 eV Å⁻¹

Charges computed using Mulliken, reported in e:
1. H 0.045
2. P -0.228
3. Si 0.576
4. F -0.205
5. Br -0.174
6. Br -0.227
7. H 0.214


Molecular formula: C2H2O2
Method: DFT, wB97M-V/def2-TZVPD

Cartesian coordinates (Å):
C (-0.74785, -0.35188, -0.05035)
C (0.57598, 0.37532, 0.17964)
O (-1.65541, 0.29119, -0.52713)
O (1.51788, 0.01997, -0.54628)
H (-0.47014, -1.46203, -0.01293)
H (0.77953, 1.12743, 0.95705)

Forces on the atoms, in the same order (eV/Å):
C 1.434 -0.083 -1.055
C 1.076 0.436 -0.122
O -0.522 -0.943 1.097
O 0.028 -0.454 0.515
H -1.240 1.051 -0.249
H -0.776 -0.006 -0.187

Calculated values
- Energy relative to the best compared isomer or geometry (same formula, charge and spin): 0.000 eV
- HOMO energy (alpha / beta): -7.34 / -10.65 eV
- Lowest unoccupied orbital energy (alpha / beta): 0.359 / -3.193 eV
- Expectation value of S²: 2.01
- Electronic energy: -227.72295 hartree
- Orbital gap (alpha / beta): 0.2828 / 0.2742 hartree
- Strongest force on any atom: 1.78 eV Å⁻¹
- 2S+1: 3

Charges computed using Mulliken, reported in e:
1. C 0.140
2. C -0.049
3. O -0.397
4. O -0.327
5. H 0.274
6. H 0.359


Molecular formula: C18H22FNO2S
Method: DFT, wB97M-V/def2-TZVPD

Cartesian coordinates (Å):
C (2.15917, -1.32826, -2.88841)
C (1.78764, -1.92881, -1.53375)
C (2.93382, -2.77900, -0.99215)
C (0.49349, -2.73868, -1.67313)
C (-0.05932, -3.25599, -0.34297)
N (-0.30353, -2.18602, 0.59415)
C (0.43267, -2.02246, 1.71506)
O (1.29496, -2.80132, 2.08083)
C (0.10793, -0.81064, 2.48782)
C (0.61528, -0.38404, 3.68734)
C (-0.01653, 0.84340, 3.97247)
C (-0.86889, 1.08838, 2.93062)
C (-1.75896, 2.23394, 2.64545)
S (-0.80333, 3.75990, 2.27836)
C (0.10982, 3.21073, 0.78798)
C (-0.82476, 2.81511, -0.30716)
C (-1.75107, 3.72897, -0.80046)
C (-2.64751, 3.36325, -1.78706)
C (-2.64242, 2.07501, -2.29634)
C (-1.71735, 1.17905, -1.79698)
F (-1.70520, -0.08628, -2.27383)
C (-0.80759, 1.52322, -0.81501)
O (-0.79527, 0.09160, 2.02318)
H (1.34932, -0.71137, -3.27283)
H (3.05025, -0.71042, -2.80217)
H (2.35891, -2.11853, -3.60890)
H (1.61209, -1.10605, -0.83028)
H (3.07418, -3.66516, -1.60779)
H (3.85948, -2.20746, -0.99869)
H (2.73909, -3.08804, 0.03128)
H (0.67349, -3.59596, -2.32426)
H (-0.26554, -2.11380, -2.14839)
H (0.64855, -3.93257, 0.13799)
H (-0.99598, -3.79402, -0.52391)
H (-0.97580, -1.48080, 0.33489)
H (1.34697, -0.89809, 4.27477)
H (0.13602, 1.46978, 4.82717)
H (-2.36157, 2.49816, 3.51298)
H (-2.40025, 2.02330, 1.78966)
H (0.77140, 2.39472, 1.07815)
H (0.70765, 4.07859, 0.50930)
H (-1.76847, 4.72835, -0.39229)
H (-3.35978, 4.08225, -2.16121)
H (-3.33598, 1.76359, -3.06072)
H (-0.09709, 0.79246, -0.46078)

Forces on atoms 1 to 6 (eV/Å):
C -0.093 0.031 0.291
C 0.006 -0.153 -0.252
C -0.192 0.206 0.102
C 0.101 0.178 0.377
C 0.085 -0.225 -0.284
N -0.247 0.099 -0.183

Calculated values
- Energy relative to the best compared isomer or geometry (same formula, charge and spin): 0.000 eV
- HOMO energy: -8.57 eV
- Lowest unoccupied orbital energy: 0.572 eV
- Electronic energy: -1402.40977 hartree
- Orbital gap: 0.3359 hartree
- Strongest force on any atom: 1.24 eV Å⁻¹

Charges computed using Mulliken, reported in e:
1. C -1.736
2. C 1.656
3. C -1.645
4. C -0.622
5. C -1.090
6. N -0.074
7. C 0.167
8. O -0.691
9. C 0.515
10. C -0.563
11. C -0.688
12. C 0.523
13. C -0.942
14. S -0.120
15. C -0.978
16. C 0.043
17. C -0.581
18. C -0.640
19. C -0.703
20. C 0.071
21. F -0.274
22. C 0.506
23. O -0.193
24. H 0.370
25. H 0.425
26. H 0.382
27. H -0.358
28. H 0.329
29. H 0.428
30. H 0.374
31. H 0.407
32. H 0.239
33. H 0.479
34. H 0.344
35. H 0.244
36. H 0.564
37. H 0.513
38. H 0.502
39. H 0.276
40. H 0.337
41. H 0.494
42. H 0.407
43. H 0.390
44. H 0.466
45. H 0.449